# 1
Below is a 3-piece molecular cluster, C10H23N2O2P2 overall, with properties calculated with ωB97M-V/def2-TZVPD.

Structure (XYZ):
```
39
C10H23N2O2P2 ωB97M-V/def2-TZVPD
C -4.53839 0.91237 -6.84757
C -4.22023 1.61236 -5.36474
P -3.61004 0.27945 -4.12335
P -1.62901 -0.38844 -4.74912
O -0.88507 0.68937 -5.90172
O -0.65845 -0.30659 -3.26391
H -3.69926 0.14339 -7.12103
H -4.57677 1.81751 -7.61792
H -5.60318 0.41030 -6.83890
H -3.34120 2.41419 -5.43877
H -5.19845 2.18695 -4.99925
H -3.61304 0.88403 -2.78639
H -4.49878 -0.86926 -4.11492
H -1.43391 1.51339 -6.06523
H -1.01622 0.54675 -2.83026
C 0.68658 -1.95445 -0.94676
C 1.82967 -1.00635 -0.59866
C 2.39511 -1.24549 0.80278
C 1.30483 -1.03081 1.83986
N 0.40037 -0.85276 2.70025
H -0.16898 -1.81921 -0.27749
H 0.33383 -1.76628 -1.96578
H 1.01105 -2.99952 -0.88541
H 1.47174 0.02699 -0.68409
H 2.63161 -1.13122 -1.33446
H 3.21932 -0.55150 0.99862
H 2.78217 -2.26627 0.89245
C 1.23268 0.50842 6.91254
C 2.18275 0.33770 5.73146
C 3.58538 -0.10290 6.15510
C 4.19679 0.94306 7.07295
N 4.70405 1.81074 7.83444
H 1.57356 1.29294 7.59558
H 0.23669 0.79544 6.56057
H 1.13866 -0.42531 7.47869
H 2.24043 1.28583 5.18290
H 1.76572 -0.40687 5.04459
H 4.22319 -0.22437 5.27321
H 3.54480 -1.06362 6.67973
```

orbital gap	7.16	eV
energy	-36385.085	eV
net charge	+1

So, what does the natural (NBO) scheme give us? The charges, in e, come out as: C -0.6444; C -0.6904; P 0.4982; P 1.1339; O -0.9146; O -0.8966; H 0.2299; H 0.2681; H 0.2538; H 0.2542; H 0.3014; H 0.0953; H 0.1241; H 0.4998; H 0.4872; C -0.6207; C -0.3828; C -0.5034; C 0.2874; N -0.3458; H 0.2119; H 0.2180; H 0.2122; H 0.1988; H 0.2169; H 0.2567; H 0.2517; C -0.6133; C -0.3895; C -0.5002; C 0.2800; N -0.3350; H 0.2193; H 0.2175; H 0.2041; H 0.2062; H 0.2204; H 0.2441; H 0.2453

***

# 2
Below is a 2-piece molecular cluster, C4H12 overall, with properties calculated with ωB97M-V/def2-TZVPD.

Structure (XYZ):
```
16
C4H12 ωB97M-V/def2-TZVPD
C -1.29541 0.02908 -1.62672
C -1.52914 1.39454 -2.25437
H -1.78750 -0.07825 -0.65399
H -1.61738 -0.82266 -2.21004
H -0.24448 -0.14964 -1.39541
H -0.60659 1.77797 -2.70284
H -2.28969 1.44980 -3.03744
H -1.77960 2.13147 -1.49036
C 1.34283 -0.20544 2.49653
C 1.41617 -1.17010 1.31691
H 2.19163 0.47489 2.53359
H 0.42019 0.35403 2.57667
H 1.43100 -0.75406 3.42683
H 1.40003 -2.21583 1.64083
H 2.35778 -1.10440 0.77223
H 0.59017 -1.11140 0.60760
```

energy above the lowest of the compared OMol25 structures with the same formula, charge and spin	6.74	kcal/mol
orbital gap	12.72	eV
energy	-4342.236	eV
net charge	0
SMILES	CC.CC

So, what does the natural (NBO) scheme give us? The charges, in e, come out as: C -0.6164; C -0.6160; H 0.2026; H 0.2071; H 0.2049; H 0.2043; H 0.2081; H 0.2055; C -0.6180; C -0.6188; H 0.2064; H 0.2080; H 0.2046; H 0.2037; H 0.2063; H 0.2076

***

# 3
Below is C5H21BFeNO2P as an isolated structure, with properties calculated with ωB97M-V/def2-TZVPD.

Structure (XYZ):
```
32
C5H21BFeNO2P ωB97M-V/def2-TZVPD
Fe -0.14023 0.74743 0.50921
H 1.81461 -0.46204 -2.22848
H 1.70278 -0.38250 0.10549
P -1.62618 -0.72541 0.12521
C -3.03567 -0.19912 -0.90612
H -3.77976 -0.99685 -1.03894
H -3.50857 0.67081 -0.43093
H -2.64911 0.11222 -1.88552
C -1.02976 -2.23405 -0.70771
H -0.27105 -2.73553 -0.09047
H -1.85757 -2.93428 -0.88639
H -0.56671 -1.96002 -1.66587
C -2.45197 -1.38202 1.61311
H -2.93200 -0.55819 2.15927
H -3.21546 -2.13545 1.36683
H -1.70440 -1.83737 2.27704
C -0.26317 0.84981 2.28137
O 0.12222 0.97371 3.38218
H 3.32607 -0.68156 0.30584
H 2.26093 -1.92872 0.29432
H 2.48278 -2.33805 -2.03024
H 3.77417 -0.81950 -2.01105
B 2.65410 -1.17931 -1.73623
N 2.48602 -1.03712 -0.15311
H 0.01091 0.74260 -1.02577
H -1.13652 1.84449 0.17322
C 1.35802 3.71650 0.40970
O 2.13258 2.56429 0.81509
H 0.53640 3.83087 1.12358
H 0.91059 3.54877 -0.57844
H 1.96789 4.62694 0.40506
H 2.62804 2.29865 0.02874
```

spin multiplicity	6
energy above the lowest of the compared OMol25 structures with the same formula, charge and spin	1.70	kcal/mol
orbital gap (spin up / spin down)	7.25 / 5.88	eV
expectation value of S²	8.772
energy	-55449.865	eV
net charge	+1

So, what does the natural (NBO) scheme give us? The charges, in e, come out as: Fe 1.0229; H -0.0563; H 0.3310; P 0.8683; C -0.9414; H 0.2612; H 0.2593; H 0.2672; C -0.9538; H 0.2466; H 0.2652; H 0.2851; C -0.9620; H 0.2537; H 0.2683; H 0.2491; C 0.3312; O -0.3036; H 0.4272; H 0.4153; H -0.0329; H -0.0224; B -0.2642; N -0.8340; H -0.2182; H -0.2052; C -0.2681; O -0.7430; H 0.1804; H 0.1829; H 0.2050; H 0.4850

***

# 4
Below is C45H28N5SeTa as an isolated structure, with properties calculated with ωB97M-V/def2-TZVPD.

Structure (XYZ):
```
80
C45H28N5SeTa ωB97M-V/def2-TZVPD
Ta 0.29892 -0.04964 0.22669
C 3.76902 -0.54085 -6.69479
C 2.44179 -0.94325 -6.64823
C 1.72253 -0.84674 -5.46808
C 2.32220 -0.32725 -4.32085
C 3.65642 0.08466 -4.37915
C 4.37532 -0.02702 -5.55723
C 1.58653 -0.23047 -3.03424
C 1.11018 -1.41008 -2.45962
C 1.34423 -2.71341 -2.96575
C 0.81110 -3.61149 -2.08950
C 0.22376 -2.88820 -1.02082
N 0.44288 -1.51724 -1.23129
C -0.39543 -3.46727 0.08807
C -0.91287 -2.74898 1.17131
C -1.66671 -3.30139 2.23532
C -2.08538 -2.27355 3.03092
C -1.60307 -1.06570 2.47204
C -1.91475 0.21530 2.93001
C -2.78342 0.32853 4.12832
C -2.36381 -0.15421 5.36739
C -3.19939 -0.06321 6.46860
C -4.46405 0.49338 6.33802
C -4.88966 0.97348 5.10725
C -4.05256 0.90063 4.00704
C -1.51301 1.39628 2.30128
N -0.73409 1.50055 1.14366
C -0.59187 2.87129 0.89593
C 0.12665 3.44805 -0.15572
C 0.16170 4.92952 -0.24917
C 1.37420 5.61439 -0.15966
C 1.40520 6.99684 -0.23981
C 0.22903 7.70995 -0.42415
C -0.97997 7.03581 -0.52159
C -1.01798 5.65477 -0.42651
C 0.78334 2.71782 -1.14530
C 1.40768 3.27954 -2.28668
C 1.79706 2.25498 -3.09783
C 1.43175 1.03769 -2.46884
N 0.81492 1.32145 -1.24634
C -1.21715 3.59588 1.93905
C -1.77754 2.69633 2.79797
N -0.85678 -1.36132 1.32693
C -0.55160 -4.94374 0.10610
C 0.02865 -5.69913 1.12665
C -0.12546 -7.07542 1.15030
C -0.87185 -7.70772 0.16633
C -1.45540 -6.96388 -0.84973
C -1.29170 -5.58900 -0.88650
H 4.33248 -0.62863 -7.61375
H 1.96837 -1.33673 -7.53778
H 0.67937 -1.13937 -5.45100
H 4.13790 0.46425 -3.48578
H 5.41251 0.27926 -5.58311
H 1.88367 -2.93351 -3.87024
H 0.84632 -4.68442 -2.16084
H -1.89083 -4.34605 2.36126
H -2.69909 -2.34576 3.91193
H -1.36316 -0.55830 5.46847
H -2.86223 -0.41735 7.43333
H -5.11787 0.55672 7.19733
H -5.87606 1.40565 5.00574
H -4.38834 1.25523 3.04004
H 2.29036 5.06042 0.00901
H 2.34908 7.51693 -0.14705
H 0.25630 8.78931 -0.48700
H -1.89748 7.58983 -0.66820
H -1.96186 5.13255 -0.52782
H 1.51156 4.33288 -2.48038
H 2.26201 2.34131 -4.06421
H -1.21396 4.66720 2.03711
H -2.30425 2.91596 3.71002
H 0.63012 -5.20437 1.88008
H 0.34190 -7.65695 1.93350
H -1.00056 -8.78136 0.19118
H -2.04125 -7.45672 -1.61387
H -1.76782 -5.00474 -1.66461
Se 2.53535 -0.55290 1.27106
C 1.86665 0.08987 2.84635
N 1.40662 0.49776 3.82171
```

orbital gap	4.93	eV
energy	-121455.959	eV
net charge	+2

So, what does the Mulliken scheme give us? The charges, in e, come out as: Ta 0.2639; C -0.4884; C -0.8547; C -0.2169; C -0.3845; C -0.2117; C -0.9089; C 1.7277; C 0.5281; C -1.1188; C -1.3165; C 0.4794; N -0.2279; C 1.8972; C 0.5990; C -1.4037; C -1.3544; C 0.6187; C 2.2310; C -0.8070; C -0.2017; C -0.8609; C -0.4689; C -0.9242; C -0.0913; C 0.2830; N -0.4109; C 0.5567; C 1.5700; C -0.3407; C -0.2066; C -0.8733; C -0.4661; C -0.8749; C -0.1782; C 0.7311; C -1.3494; C -1.4127; C 0.6602; N 0.2059; C -1.3323; C -1.1713; N -0.5084; C -0.4943; C -0.2224; C -0.8897; C -0.4802; C -0.8947; C -0.1901; H 0.4276; H 0.4221; H 0.5101; H 0.5098; H 0.4259; H 0.5876; H 0.5827; H 0.5703; H 0.6071; H 0.4925; H 0.4300; H 0.4291; H 0.4201; H 0.4867; H 0.5219; H 0.4243; H 0.4286; H 0.4171; H 0.4985; H 0.5658; H 0.5679; H 0.5754; H 0.6091; H 0.5296; H 0.4240; H 0.4300; H 0.4230; H 0.5100; Se -0.0838; C 0.4308; N -0.3888

***

# 5
Below is one molecule with the formula C6H4O, with properties calculated with ωB97M-V/def2-TZVPD.

Structure (XYZ):
```
11
C6H4O ωB97M-V/def2-TZVPD
C -2.33111 -0.14270 -0.79896
C -0.99174 0.09493 -0.27098
C 0.10996 0.27979 0.18695
C 1.38186 0.52125 0.81264
O 1.70910 1.55250 1.33566
C 2.02774 -1.17833 1.25594
C 2.68880 -0.48370 0.43198
H -2.62003 0.64790 -1.49810
H -3.05425 -0.14881 0.02290
H -2.38579 -1.10594 -1.31431
H 3.46546 -0.03689 -0.16372
```

energy above the lowest of the compared OMol25 structures with the same formula, charge and spin	104.27	kcal/mol
orbital gap	9.37	eV
energy	-8327.918	eV
net charge	0

So, what does the natural (NBO) scheme give us? The charges, in e, come out as: C -0.7002; C 0.1566; C -0.1722; C 0.5169; O -0.4482; C 0.0600; C -0.4404; H 0.2485; H 0.2522; H 0.2453; H 0.2817

***

# 6
Below is a 2-piece molecular cluster, C17H24BrF2NO3S2 overall, with properties calculated with ωB97M-V/def2-TZVPD.

Structure (XYZ):
```
50
C17H24BrF2NO3S2 ωB97M-V/def2-TZVPD
C -2.94681 0.03707 1.72566
C -2.58601 1.47626 1.16304
S -1.22845 1.53482 -0.09196
C -0.36122 -0.09187 -0.26241
C 0.90859 -0.30805 0.68493
C 1.64693 1.08021 0.98359
F 1.05363 1.77718 2.09953
C 3.18749 0.95798 1.32652
C 3.65179 2.42119 1.83445
C 1.93927 -1.00783 -0.35620
O 2.52976 -0.51412 -1.32198
N 2.12569 -2.43134 -0.11542
C 1.99347 -2.58488 1.35675
S 3.70564 -2.52752 2.07558
C 0.92798 -1.44648 1.79134
Br -0.72687 -2.60162 1.98092
C 1.14111 -0.98445 3.34981
O 0.67401 -2.08265 4.18735
O 1.72525 -2.87779 4.59304
H -2.21364 -0.19269 2.56503
H -3.95769 0.13592 2.24757
H -2.98263 -0.77516 0.94679
H -3.52851 1.87027 0.65162
H -2.36465 2.21895 1.99677
H 0.03098 -0.11170 -1.33401
H -1.14458 -0.89938 -0.21187
H 1.57438 1.78504 0.09227
H 3.43789 0.25675 2.17251
H 3.85464 0.72218 0.45104
H 3.26390 2.64138 2.88200
H 4.78795 2.47060 1.92742
H 3.32425 3.18888 1.07582
H 3.06874 -2.67853 -0.42625
H 1.62860 -3.60793 1.65077
H 4.41418 -1.75313 1.16021
H 2.20676 -0.70009 3.57144
H 0.40707 -0.13751 3.54925
H 2.25652 -2.40365 5.26997
F -3.71223 0.40726 -2.15594
C -3.41681 0.54246 -3.45773
C -3.75944 1.71262 -4.11429
C -3.44841 1.85403 -5.46172
C -2.80829 0.82012 -6.13900
C -2.47378 -0.35221 -5.46935
C -2.77445 -0.49073 -4.11924
H -4.26450 2.50303 -3.57241
H -3.70498 2.76852 -5.98383
H -2.57004 0.92996 -7.19122
H -1.97889 -1.15827 -5.99875
H -2.51357 -1.39314 -3.57941
```

energy above the lowest of the compared OMol25 structures with the same formula, charge and spin	58.66	kcal/mol
orbital gap	8.85	eV
energy	-122793.622	eV
net charge	0
SMILES	CCSC[C@]1([C@@H](F)CC)C(=O)N[C@@H](S)[C@@]1(Br)COO.Fc1ccccc1

So, what does the natural (NBO) scheme give us? The charges, in e, come out as: C -0.6267; C -0.5251; S 0.1821; C -0.5386; C -0.2605; C 0.2259; F -0.3898; C -0.4725; C -0.6085; C 0.7253; O -0.5972; N -0.6435; C -0.1956; S -0.0622; C -0.0029; Br 0.0340; C -0.1465; O -0.2784; O -0.4430; H 0.2123; H 0.2195; H 0.2224; H 0.2215; H 0.2210; H 0.2622; H 0.2589; H 0.2218; H 0.2106; H 0.2382; H 0.2190; H 0.2098; H 0.2110; H 0.4036; H 0.2552; H 0.1315; H 0.2214; H 0.2294; H 0.4550; F -0.3231; C 0.4032; C -0.2847; C -0.1909; C -0.2313; C -0.1911; C -0.2888; H 0.2281; H 0.2175; H 0.2154; H 0.2181; H 0.2271

***

# 7
Below is CH7ISi2 as an isolated structure, with properties calculated with ωB97M-V/def2-TZVPD.

Structure (XYZ):
```
11
CH7ISi2 ωB97M-V/def2-TZVPD
C -0.07691 0.79595 -0.55472
Si -0.12443 1.19692 1.28058
Si 0.03330 -1.59207 -1.10362
I 1.29495 -2.67262 0.71397
H -0.97503 1.07709 -1.09374
H 0.78975 1.18325 -1.07904
H -1.01868 0.26125 1.96530
H 1.22660 1.12559 1.83312
H -0.64397 2.56023 1.45912
H 0.79679 -1.78097 -2.32175
H -1.30237 -2.15461 -1.09923
```

energy above the lowest of the compared OMol25 structures with the same formula, charge and spin	14.67	kcal/mol
orbital gap	9.62	eV
energy	-25005.486	eV
net charge	0

So, what does the natural (NBO) scheme give us? The charges, in e, come out as: C -1.1096; Si 0.8882; Si 0.8035; I -0.2247; H 0.2268; H 0.2304; H -0.1691; H -0.1637; H -0.1687; H -0.1558; H -0.1574

***

# 8
Below is a 2-piece molecular cluster, H4NPSi overall, with properties calculated with ωB97M-V/def2-TZVPD.

Structure (XYZ):
```
7
H4NPSi ωB97M-V/def2-TZVPD
N 0.90245 0.94518 0.13294
Si 1.07548 -0.65534 0.08619
P -2.66339 -0.04784 -0.22467
H -2.37907 1.19372 -0.78905
H 1.34690 -1.19025 -1.23259
H 1.06356 -1.73426 1.07972
H 0.65407 1.48880 0.94746
```

energy above the lowest of the compared OMol25 structures with the same formula, charge and spin	72.74	kcal/mol
orbital gap (spin up / spin down)	7.28 / 7.10	eV
energy	-18716.874	eV
net charge	0

So, what does the natural (NBO) scheme give us? The charges, in e, come out as: N -1.3025; Si 1.3331; P 0.0976; H -0.1006; H -0.2019; H -0.2081; H 0.3824